{
  "formula": "C24H25F3N3O5RuSSi",
  "method": "ωB97M-V/def2-TZVPD",
  "spin_multiplicity": 2,
  "mol_weight_da": 653.70,
  "gap_ha": [0.225, 0.236],
  "charge": 0,
  "s2": 0.759,
  "e_homo_ev": [-6.97, -7.25],
  "de_lowest_kj_mol": 91.0,
  "e_tot_ha": -2552.2881,
  "largest_force_ha_per_bohr": 0.0149,
  "symbols": ["Ru", "O", "C", "O", "C", "C", "C", "C", "C", "N", "C", "O", "O", "H", "H", "H", "H", "H", "F", "C", "F", "F", "C", "C", "C", "C", "N", "C", "S", "H", "H", "H", "C", "C", "O", "H", "H", "H", "C", "Si", "C", "C", "N", "C", "C", "C", "C", "C", "C", "H", "H", "H", "H", "H", "H", "H", "H", "H", "H", "H", "H", "H", "H"],
  "positions_angstrom": [[0.2172, 0.5226, 0.0624], [3.7034, -1.5778, 2.3361], [2.5154, -1.2374, 1.8128], [1.9144, -0.2377, 2.1037], [2.0164, -2.2637, 0.8219], [2.7408, -3.4143, 0.5584], [2.2396, -4.3012, -0.3770], [1.0328, -4.0085, -0.9848], [0.3700, -2.8361, -0.6425], [0.8600, -1.9677, 0.2382], [-0.9662, -2.4318, -1.2295], [-1.5921, -3.3080, -2.0276], [-1.4586, -1.3712, -0.9821], [3.9563, -0.8602, 2.9377], [3.6761, -3.5900, 1.0666], [2.7788, -5.2033, -0.6308], [0.6442, -4.6959, -1.7248], [-1.0841, -4.1161, -2.1517], [-1.8981, 3.8680, 4.1660], [-0.9641, 2.9679, 4.5326], [-1.0149, 2.8926, 5.8818], [0.2277, 3.4840, 4.2229], [-1.2263, 1.6228, 3.9078], [-1.9379, 0.6959, 4.6473], [-2.2397, -0.5494, 4.1060], [-1.8243, -0.8000, 2.8136], [-1.1623, 0.0874, 2.0801], [-0.8386, 1.2874, 2.5981], [0.0886, 2.2884, 1.5145], [-2.2467, 0.9482, 5.6521], [-2.7883, -1.2930, 4.6646], [-2.0475, -1.7457, 2.3310], [2.6936, 2.1274, -0.4144], [2.0483, 0.7693, -0.5850], [2.6913, -0.1697, -1.0300], [3.6503, 2.1794, -0.9371], [2.8452, 2.2830, 0.6558], [2.0197, 2.9117, -0.7589], [0.6035, -0.5472, -3.4978], [0.1430, 1.2364, -3.1441], [1.6310, 2.3055, -3.5388], [-1.2414, 1.6577, -4.3303], [-0.4507, 1.4327, -1.5050], [-1.6238, 2.2080, -1.2894], [-1.6638, 3.5514, -1.6627], [-2.7890, 4.3244, -1.4236], [-3.8962, 3.7734, -0.7942], [-3.8652, 2.4373, -0.4176], [-2.7467, 1.6597, -0.6698], [1.0765, -0.5734, -4.4842], [-0.2911, -1.1703, -3.5512], [1.3148, -0.9542, -2.7764], [1.7384, 2.3747, -4.6246], [2.5555, 1.8811, -3.1411], [1.5232, 3.3185, -3.1475], [-0.9838, 1.2790, -5.3233], [-1.4353, 2.7270, -4.4137], [-2.1712, 1.1772, -4.0166], [-0.7883, 3.9881, -2.1305], [-2.7965, 5.3666, -1.7182], [-4.7725, 4.3775, -0.5993], [-4.7247, 1.9943, 0.0706], [-2.7329, 0.6128, -0.3927]],
  "atomic_forces_ev_per_a": [[0.464, -0.380, 0.477], [-0.196, 0.195, 0.010], [-0.069, -0.237, -0.253], [-0.027, -0.204, -0.053], [0.043, 0.325, 0.230], [0.002, -0.051, -0.031], [0.028, 0.046, 0.047], [-0.021, -0.005, -0.031], [-0.030, 0.007, -0.014], [0.003, -0.186, -0.118], [0.173, -0.031, 0.064], [-0.060, 0.060, -0.008], [-0.166, -0.123, -0.061], [0.037, -0.032, 0.008], [0.003, -0.010, -0.003], [0.006, 0.001, 0.000], [-0.006, 0.012, -0.006], [0.018, -0.013, 0.022], [0.051, -0.001, -0.016], [-0.069, -0.011, -0.041], [-0.018, 0.022, -0.052], [0.057, -0.021, -0.005], [-0.093, -0.096, 0.177], [0.038, -0.117, -0.070], [0.029, 0.120, 0.022], [-0.069, 0.010, -0.057], [0.124, 0.208, -0.189], [-0.009, 0.162, 0.003], [-0.015, 0.031, -0.090], [-0.018, -0.028, 0.012], [-0.006, 0.009, 0.017], [0.029, 0.006, -0.029], [0.152, -0.023, -0.018], [-0.160, 0.406, 0.008], [0.081, -0.084, 0.017], [-0.016, -0.002, 0.012], [0.030, 0.029, 0.013], [0.003, -0.008, 0.016], [0.045, 0.025, -0.015], [-0.096, -0.013, 0.078], [0.076, -0.051, -0.009], [-0.047, -0.002, -0.017], [-0.446, 0.099, -0.003], [0.179, -0.046, -0.014], [0.042, 0.021, -0.025], [-0.007, 0.006, -0.005], [0.007, -0.022, 0.002], [-0.033, 0.045, -0.001], [0.016, -0.110, 0.026], [0.028, -0.039, 0.006], [-0.027, -0.024, 0.027], [-0.040, 0.005, -0.013], [0.011, 0.001, -0.012], [-0.039, 0.032, -0.019], [-0.007, 0.017, -0.019], [-0.002, 0.020, -0.009], [0.013, 0.014, 0.008], [0.000, -0.003, -0.008], [-0.009, 0.025, 0.013], [0.010, 0.000, -0.002], [0.001, 0.003, 0.004], [0.001, -0.010, 0.000], [0.003, 0.021, -0.005]],
  "lowdin_spin": [0.78, 0.00, 0.00, 0.00, 0.00, 0.00, 0.00, 0.00, 0.00, 0.02, 0.00, 0.00, 0.00, 0.00, 0.00, 0.00, 0.00, 0.00, 0.00, 0.00, 0.00, 0.00, 0.00, 0.00, 0.00, 0.00, 0.01, 0.00, 0.02, 0.00, 0.00, 0.00, -0.01, -0.02, -0.01, 0.00, 0.00, 0.00, 0.00, 0.02, 0.00, 0.00, 0.14, 0.01, 0.01, 0.00, 0.00, 0.00, 0.01, 0.00, 0.00, 0.00, 0.00, 0.00, 0.00, 0.00, 0.00, 0.00, 0.00, 0.00, 0.00, 0.00, 0.00]
}

---

{
  "formula": "C6H44O16",
  "method": "ωB97M-V/def2-TZVPD",
  "mol_weight_da": 372.40,
  "gap_ha": 0.364,
  "charge": 0,
  "e_homo_ev": -10.01,
  "e_tot_ha": -1458.8212,
  "largest_force_ha_per_bohr": 0.0275,
  "symbols": ["C", "C", "O", "H", "H", "H", "H", "H", "H", "C", "C", "O", "H", "H", "H", "H", "H", "H", "C", "C", "O", "H", "H", "H", "H", "H", "H", "O", "H", "H", "O", "H", "H", "O", "H", "H", "O", "H", "H", "O", "H", "H", "O", "H", "H", "O", "H", "H", "O", "H", "H", "O", "H", "H", "O", "H", "H", "O", "H", "H", "O", "H", "H", "O", "H", "H"],
  "positions_angstrom": [[-1.0336, 4.2306, 1.7717], [-0.2119, 3.2678, 2.6071], [0.7290, 4.0660, 3.3945], [-1.8119, 3.6790, 1.2433], [-0.4061, 4.7872, 1.0808], [-1.5075, 4.9244, 2.4655], [0.3295, 2.5004, 2.0365], [-0.8770, 2.7750, 3.3366], [1.2246, 3.4774, 3.9747], [-0.1004, -1.0687, 0.4064], [-0.9254, 0.1432, 0.1058], [-2.1707, -0.2756, -0.5892], [0.8953, -0.8408, 0.7737], [-0.0490, -1.6678, -0.5152], [-0.5421, -1.7912, 1.0885], [-0.3961, 0.7648, -0.6274], [-1.2133, 0.7237, 0.9856], [-2.8411, 0.4012, -0.4142], [4.9031, 0.2606, 2.8412], [3.6031, 0.5905, 2.1084], [2.4872, 0.3731, 2.9959], [5.7448, 0.4632, 2.1696], [4.9192, -0.7802, 3.1490], [4.9937, 0.9299, 3.6956], [3.4932, -0.0544, 1.2306], [3.6003, 1.6166, 1.7395], [1.9934, 1.1889, 3.1160], [0.8019, -4.5977, 0.2261], [1.2090, -3.8652, -0.2663], [0.5316, -5.2338, -0.4485], [2.7607, 1.3616, -2.5590], [3.6500, 1.5372, -2.8871], [2.5425, 0.4592, -2.8660], [1.2168, -2.1227, 3.3224], [0.2859, -1.8472, 3.4591], [1.7431, -1.2870, 3.3566], [-1.5707, -1.7142, 3.6524], [-2.4653, -1.3554, 3.6096], [-1.5293, -2.3721, 2.9249], [-0.3164, 0.2136, -4.3815], [-0.7590, 0.8787, -3.7831], [0.6478, 0.3800, -4.3845], [-3.7454, -2.8052, 0.5797], [-3.1481, -3.4910, 0.9097], [-3.1624, -2.1388, 0.1775], [-4.0704, 1.8299, -1.2550], [-4.7663, 1.5250, -1.8589], [-4.5380, 2.2492, -0.5185], [-1.3023, -4.0688, 1.9911], [-0.4247, -4.3025, 1.5940], [-1.6614, -4.9022, 2.3224], [-0.1785, 4.1066, -1.9834], [-0.8080, 3.5463, -2.4902], [0.5106, 3.4970, -1.6948], [2.1685, -0.9109, -3.9596], [2.9351, -1.2847, -4.4124], [1.5789, -1.6814, -3.7609], [0.7144, -3.3006, -3.7825], [-0.2282, -3.0503, -3.8361], [0.7728, -4.1638, -4.2151], [-2.6805, -0.9945, -3.3080], [-2.6765, -0.8604, -2.3228], [-1.8680, -0.5809, -3.6731], [-1.9452, 2.2704, -3.1640], [-2.4405, 2.3920, -3.9884], [-2.6149, 2.0000, -2.4962]],
  "atomic_forces_ev_per_a": [[0.302, -0.331, 0.388], [0.239, 0.463, 1.251], [-0.294, -0.461, -0.666], [0.066, 0.104, -0.180], [-0.090, -0.045, -0.166], [-0.055, 0.093, -0.104], [-0.152, 0.219, -0.138], [0.118, -0.158, -0.374], [-0.119, 0.083, -0.016], [-0.237, -1.100, -0.478], [-0.971, -0.053, -1.026], [0.580, 0.126, 1.055], [0.070, 0.149, -0.039], [0.382, 0.357, -0.094], [-0.234, 0.435, 0.380], [0.045, 0.173, 0.398], [0.191, -0.050, -0.007], [0.105, -0.101, -0.219], [-0.307, 0.646, -0.570], [0.163, -0.286, 0.210], [0.203, 0.229, -0.224], [-0.039, -0.161, 0.110], [0.018, -0.037, 0.121], [0.092, -0.184, 0.164], [-0.145, -0.024, 0.126], [0.021, 0.067, 0.103], [0.075, -0.080, -0.097], [0.253, 0.100, -0.407], [-0.204, -0.277, 0.306], [0.030, 0.148, 0.106], [0.000, -0.086, 0.117], [-0.186, -0.029, 0.049], [0.181, 0.340, -0.008], [-0.002, 0.703, 0.059], [0.824, -0.038, 0.114], [-0.670, -0.783, -0.089], [-0.266, -0.169, -0.510], [0.180, -0.047, -0.004], [-0.207, 0.030, 0.506], [-0.276, 0.818, 0.672], [0.953, -0.410, -0.838], [-0.719, -0.109, 0.181], [0.170, 0.143, -0.058], [0.097, 0.252, -0.071], [-0.107, -0.196, 0.129], [-0.463, -0.080, 0.040], [0.193, -0.031, 0.245], [0.148, 0.029, -0.239], [0.413, -0.452, -0.282], [-0.700, 0.327, 0.150], [0.130, 0.223, 0.103], [-0.332, -0.360, -0.154], [0.485, 0.371, 0.384], [0.009, 0.063, -0.142], [-0.143, -0.752, 0.104], [-0.199, 0.044, 0.081], [0.584, 0.512, -0.354], [-0.703, -0.171, 0.037], [0.442, -0.069, 0.023], [0.028, 0.300, 0.065], [0.097, 0.243, 0.655], [0.501, -0.064, -1.309], [-0.567, -0.531, 0.501], [-0.632, -0.305, 0.056], [0.180, -0.032, 0.240], [0.456, 0.276, -0.364]],
  "nbo_charge": [-0.62, -0.06, -0.73, 0.20, 0.23, 0.21, 0.15, 0.16, 0.46, -0.64, -0.06, -0.80, 0.23, 0.20, 0.22, 0.18, 0.17, 0.50, -0.63, -0.06, -0.75, 0.21, 0.22, 0.21, 0.17, 0.17, 0.48, -0.95, 0.49, 0.48, -0.98, 0.46, 0.50, -1.00, 0.49, 0.49, -0.98, 0.48, 0.50, -1.01, 0.50, 0.51, -0.97, 0.48, 0.48, -0.97, 0.50, 0.50, -1.00, 0.52, 0.48, -0.98, 0.49, 0.47, -0.99, 0.48, 0.52, -0.97, 0.50, 0.49, -1.01, 0.49, 0.49, -0.98, 0.49, 0.51]
}

---

{
  "formula": "C30H30AsGaN5O3S",
  "method": "ωB97M-V/def2-TZVPD",
  "mol_weight_da": 685.31,
  "gap_ha": 0.243,
  "charge": -1,
  "e_homo_ev": -4.09,
  "de_lowest_kj_mol": 269.1,
  "e_tot_ha": -6219.5046,
  "largest_force_ha_per_bohr": 0.0046,
  "symbols": ["Ga", "C", "O", "C", "C", "C", "C", "C", "C", "N", "N", "C", "O", "C", "C", "C", "C", "C", "C", "C", "O", "H", "H", "H", "H", "H", "H", "H", "H", "H", "H", "H", "H", "C", "C", "C", "C", "N", "C", "S", "N", "H", "H", "H", "H", "H", "C", "As", "C", "C", "C", "C", "C", "C", "C", "C", "H", "H", "H", "H", "H", "H", "H", "H", "H", "H", "H", "H", "H", "N", "C"],
  "positions_angstrom": [[-0.1995, -0.0457, 0.1957], [2.7445, 3.4595, -0.9608], [3.4797, 3.0926, 0.2013], [3.8264, 1.7675, 0.3010], [5.1456, 1.4764, 0.5553], [5.5779, 0.1579, 0.7404], [4.6596, -0.8583, 0.6101], [3.3085, -0.5954, 0.3354], [2.4542, -1.7277, 0.0407], [1.1941, -1.6818, -0.1834], [0.6342, -2.8702, -0.6267], [-0.5508, -2.6404, -1.1443], [-1.1313, -1.5087, -1.2153], [-1.2661, -3.8397, -1.6909], [-2.5584, -3.6893, -2.1796], [-3.2470, -4.7800, -2.6925], [-2.6473, -6.0306, -2.7235], [-1.3556, -6.1861, -2.2339], [-0.6688, -5.0981, -1.7191], [2.8372, 0.7399, 0.2181], [1.5937, 1.0466, 0.0520], [2.8473, 4.5400, -1.0557], [1.6964, 3.1821, -0.8718], [3.1653, 2.9794, -1.8495], [5.8409, 2.3068, 0.6119], [6.6195, -0.0548, 0.9445], [4.9740, -1.8933, 0.6971], [2.9414, -2.6970, -0.0798], [-3.0148, -2.7099, -2.1325], [-4.2568, -4.6528, -3.0642], [-3.1838, -6.8828, -3.1235], [-0.8841, -7.1614, -2.2528], [0.3351, -5.2008, -1.3312], [5.7741, 1.8367, 3.9453], [4.8763, 0.6549, 4.1252], [5.3167, -0.5425, 4.6783], [4.3826, -1.5471, 4.8380], [3.1114, -1.4102, 4.4716], [2.8093, -0.2375, 3.9442], [1.1581, 0.0596, 3.3294], [3.6043, 0.8035, 3.7553], [6.8091, 1.5918, 4.1785], [5.4418, 2.6473, 4.5957], [5.6993, 2.1887, 2.9186], [6.3464, -0.6773, 4.9780], [4.6534, -2.5041, 5.2710], [-6.2642, 0.2974, -1.3573], [-4.4511, -0.3002, -0.8662], [-4.2417, 0.8908, 0.6739], [-3.3943, 0.7223, -2.2013], [-3.6912, 2.1804, -2.2928], [-2.9928, 3.0932, -1.5003], [-3.2788, 4.4490, -1.5547], [-4.2690, 4.9242, -2.4044], [-4.9671, 4.0286, -3.2025], [-4.6796, 2.6724, -3.1454], [-6.3484, 1.3847, -1.3814], [-6.9599, -0.0987, -0.6165], [-6.5393, -0.1069, -2.3324], [-4.5210, 1.9157, 0.4281], [-3.2032, 0.8595, 1.0037], [-4.8773, 0.5241, 1.4805], [-3.5492, 0.2168, -3.1565], [-2.3617, 0.5409, -1.9043], [-2.2154, 2.7259, -0.8388], [-2.7217, 5.1383, -0.9320], [-4.4907, 5.9833, -2.4480], [-5.7373, 4.3872, -3.8750], [-5.2257, 1.9783, -3.7749], [-0.2501, -2.0304, 4.6561], [0.3365, -1.1843, 4.1405]],
  "atomic_forces_ev_per_a": [[-0.116, 0.017, 0.041], [-0.023, 0.002, -0.004], [0.017, 0.010, -0.005], [0.026, -0.006, -0.003], [-0.019, -0.005, -0.027], [-0.011, -0.006, -0.016], [0.003, 0.008, -0.002], [-0.004, -0.014, 0.001], [0.016, -0.004, 0.036], [-0.029, -0.009, 0.024], [0.010, 0.013, 0.001], [-0.015, -0.023, 0.071], [0.092, 0.072, -0.096], [0.008, -0.009, -0.008], [-0.017, -0.002, 0.001], [0.002, -0.001, 0.002], [0.002, 0.001, 0.000], [-0.008, -0.005, -0.003], [0.006, 0.006, -0.006], [-0.047, -0.027, 0.030], [0.055, 0.015, -0.063], [-0.001, 0.004, -0.001], [0.006, -0.006, -0.001], [0.006, 0.005, 0.000], [-0.003, 0.002, -0.014], [0.006, -0.004, 0.006], [-0.004, -0.004, 0.002], [0.002, -0.005, -0.002], [0.007, 0.003, 0.001], [0.002, 0.002, 0.001], [0.002, 0.001, 0.000], [0.002, 0.002, 0.001], [-0.003, -0.004, -0.001], [-0.029, 0.018, 0.019], [-0.008, 0.013, -0.033], [-0.002, -0.018, 0.023], [0.020, -0.001, -0.013], [-0.009, -0.012, -0.020], [0.002, -0.052, -0.020], [0.029, 0.101, 0.084], [-0.029, 0.022, 0.036], [0.009, 0.001, -0.001], [0.004, -0.001, 0.013], [0.002, 0.010, 0.021], [0.000, -0.004, -0.004], [0.001, 0.003, 0.007], [0.022, 0.064, -0.019], [-0.058, -0.085, 0.046], [0.003, 0.001, -0.001], [0.007, -0.006, -0.009], [0.011, -0.003, 0.015], [-0.003, 0.004, 0.006], [0.000, 0.002, -0.002], [-0.002, 0.000, -0.001], [0.003, -0.001, -0.001], [0.007, -0.004, -0.001], [0.005, -0.004, -0.005], [0.004, 0.003, 0.001], [0.002, -0.002, 0.001], [-0.005, -0.001, 0.002], [0.000, 0.001, -0.004], [-0.003, -0.007, -0.007], [-0.029, 0.016, -0.001], [0.007, -0.027, -0.025], [-0.001, 0.000, 0.001], [0.002, -0.003, 0.001], [0.000, -0.002, -0.001], [0.001, -0.001, 0.002], [0.001, 0.006, 0.000], [-0.065, 0.098, 0.043], [0.131, -0.159, -0.119]],
  "mulliken_charge": [0.09, -0.74, -0.48, 0.61, -0.77, -0.65, -0.89, 1.11, -0.76, 0.44, -0.91, 0.32, -0.71, 0.24, -0.07, -0.67, -0.30, -0.62, -0.31, 0.57, -0.77, 0.30, 0.20, 0.28, 0.54, 0.42, 0.38, 0.34, 0.32, 0.39, 0.36, 0.36, 0.44, -1.01, 0.96, -0.67, -0.36, -0.54, 0.43, 0.04, -0.32, 0.33, 0.32, 0.10, 0.36, 0.42, -1.25, 0.32, -0.98, -0.81, 0.44, -0.28, -0.70, -0.42, -0.63, -0.33, 0.35, 0.41, 0.32, 0.31, 0.10, 0.44, 0.62, 0.10, 0.43, 0.40, 0.36, 0.37, 0.37, -0.55, 0.50]
}